(1)
A cluster of 2 separate species, C3H5Cl2NO3 in total, computed with ωB97M-V/def2-TZVPD.

The geometry in ORCA input format:
```
! wB97M-V def2-TZVPD RIJCOSX def2/J DEFGRID3
* xyz 0 1
N 3.32023 -1.23859 3.28615
C -1.00482 -0.04104 -1.47697
C -1.84513 1.23929 -1.22192
H -0.27691 0.18126 -2.26925
C -0.35015 -0.35773 -0.21176
O 4.01618 -0.36070 3.75894
Cl -2.05476 -1.47059 -1.84022
Cl -2.47073 1.90360 -2.72903
O 3.27907 -2.41767 3.64981
O 0.93820 -0.61824 -0.23398
H -1.24368 2.04129 -0.75036
H 1.16667 0.31107 -0.12120
H -2.70942 0.95813 -0.59785
H -0.76475 -0.13007 0.75765
*
```

## Properties
- Energy relative to the best compared isomer or geometry (same formula, charge and spin): 2.188 eV
- Total energy: -35863.264 eV

=====

(2)
A structure of composition C15H22N8O3SSbSe4W, computed with ωB97M-V/def2-TZVPD.

The geometry in ORCA input format:
```
! wB97M-V def2-TZVPD RIJCOSX def2/J DEFGRID3
* xyz 1 1
C 1.88793 3.80643 0.95097
N -1.31625 -0.55778 0.10966
H 0.49607 -2.47749 4.20988
H 4.40176 3.40429 -1.91187
C 3.68955 4.67908 -0.33518
H 0.95407 -1.40973 -4.47744
H -1.75715 -0.12702 -0.69620
N -1.77357 -1.21653 2.31641
H -3.15573 1.34916 -0.41527
C 1.88028 2.62513 0.20203
Se 0.62630 -3.35218 0.34941
N -0.40887 -2.16093 3.90480
H -0.49769 -4.45143 -2.07523
H -3.93782 0.32938 3.04459
H -3.15085 -3.31523 -1.73044
N 0.50116 -0.82202 2.18702
C -0.46273 -1.39749 2.78241
Se 4.33763 1.57951 2.61431
C 0.24501 2.15857 1.58075
Sb 4.64803 0.73285 0.48449
C 1.30811 -1.16941 -3.47431
H -4.81459 0.90789 -0.01828
H -2.51679 -1.50250 2.92927
C -3.81585 0.51438 -0.17096
H -0.54049 1.59673 2.06522
C -1.23370 -3.69007 -2.32319
N -2.27981 -3.60859 -1.30610
N 0.93995 1.68634 0.60458
C -4.30053 -0.24097 2.18738
W 0.52287 -1.26638 -0.58949
H 4.39732 5.46534 -0.55735
C 2.78629 4.84150 0.69372
H -3.84502 -0.18168 -1.01223
O 0.65697 1.13457 -3.87989
O -1.29781 -1.37612 -2.64737
C 0.81510 0.22105 -3.12805
H -1.18103 -2.75354 4.15832
C -2.13512 -0.63704 1.13311
H -5.25809 0.16899 1.88641
H 2.39952 -1.17736 -3.47234
N 0.85396 -2.20709 -2.52303
Se 6.29444 0.73701 -1.12879
O 0.60628 0.30324 -1.80833
C 3.69054 3.51036 -1.10392
N -3.38214 -0.15155 1.05714
C 2.79156 2.48897 -0.85455
H 2.77534 5.74510 1.28768
C -0.55188 -2.35570 -2.53574
H 1.39764 -1.01457 2.62469
H 2.77244 1.61007 -1.48242
Se 2.84804 -0.96880 -0.11547
H -1.64809 -3.92904 -3.31158
H -4.47596 -1.27863 2.48193
H -2.43891 -4.53064 -0.91982
S 0.65230 3.73157 2.15863
*
```

## Properties
- Energy relative to the best compared isomer or geometry (same formula, charge and spin): 2.668 eV
- Total energy: -314554.226 eV

=====

(3)
A cluster of 2 separate species, C7H10IN4O in total, computed with ωB97M-V/def2-TZVPD.

The geometry in ORCA input format:
```
! wB97M-V def2-TZVPD RIJCOSX def2/J DEFGRID3
* xyz 1 1
H 0.85064 0.87625 -1.77117
H -3.40520 -2.14439 -0.61498
I 3.45439 -0.38080 -0.43517
H -2.22507 -2.99234 -1.66399
O -1.53622 -2.51038 0.21174
H -0.16151 2.22247 -1.20210
H -1.97636 -0.45851 -2.37142
N -0.14392 -1.11395 1.55020
C 0.52792 1.43859 -0.88578
C -1.82331 -0.86096 -1.39165
C -2.35029 -2.19420 -0.92955
N -1.22909 -1.30333 0.74712
N 2.48809 1.12435 0.64816
H 1.34418 1.41774 2.34836
H 1.43001 2.86737 0.47927
H -2.37169 -1.07173 1.62160
H 2.42289 2.46281 -0.92834
H 2.18691 -0.13728 2.30317
C 0.42927 -0.03792 1.11914
C -1.14918 -0.35801 -0.35860
C 1.64570 0.58796 1.69377
N -0.15527 0.51524 0.00665
C 1.74711 2.05104 -0.17644
*
```

## Properties
- Energy relative to the best compared isomer or geometry (same formula, charge and spin): 4.318 eV
- Total energy: -23517.354 eV

=====

(4)
A structure of composition C34H28Cl2FN7O5Re, computed with ωB97M-V/def2-TZVPD.

The geometry in ORCA input format:
```
! wB97M-V def2-TZVPD RIJCOSX def2/J DEFGRID3
* xyz 2 2
C -3.28176 -1.66665 0.59443
C 2.25811 7.12528 1.01759
C -0.54156 -5.84213 -0.59532
C -3.61465 -4.32105 -4.44099
H 1.11558 -2.82086 2.28104
N -2.31220 -2.41914 1.14590
H 0.61123 7.61936 2.98124
C 1.14500 -3.86624 2.00003
H -3.99081 -2.36054 -3.65797
H 2.69755 2.48584 -3.82666
C -2.23802 -2.51712 2.47482
C 2.59202 0.20514 -1.65428
C 2.19500 5.77058 1.72818
N 0.92598 5.13862 1.40136
H -1.44827 -3.14351 2.86644
C 0.34514 -5.50553 0.57588
C -2.10400 -5.73609 -3.17882
H -3.05800 -1.98179 4.37263
C -0.06979 1.55591 1.19918
H 2.58992 -4.45055 3.45677
C 3.06886 3.14985 -3.04685
O -0.09801 -1.08078 0.33479
H 2.45082 3.99773 -0.39235
N -2.36935 -2.57632 -1.39046
F -0.87608 3.27418 2.54391
O -4.22614 -1.18405 -1.53342
C -3.13403 -1.86079 3.30184
O 0.74615 -2.88081 -1.50565
H 3.30657 -0.12379 -2.39961
C 0.82787 1.07402 0.23861
C -2.93424 -5.52934 -4.27204
C -4.19615 -0.96434 1.35088
H -1.60396 -6.68172 -3.05550
N -1.18385 -4.72318 -1.07286
H 2.29610 5.89894 2.81201
H 0.40540 7.26369 0.08245
H 4.09957 2.98861 -1.12867
C -0.18567 5.76778 2.10599
H 2.84763 7.85932 1.56387
O 2.67093 -2.39218 -2.49069
N 0.35653 -4.22210 0.97834
C 1.93822 -6.10562 2.23592
C 0.89566 3.78043 1.03918
H 2.55996 -6.83923 2.73053
C 3.66353 2.35371 -1.89956
C -3.36579 -1.74209 -0.90687
H 3.03138 5.15495 1.40996
H -0.29123 5.43934 3.14375
C 1.11605 -6.47730 1.18513
C -1.94665 -4.71045 -2.25807
C 0.76212 -0.30947 -0.19523
Cl -4.64394 -4.06835 -5.79765
N 2.66667 1.47627 -1.25746
C -2.62296 -3.49151 -2.44299
Re -0.80735 -2.95723 -0.29832
H 2.24025 3.77820 -2.71933
C 0.03762 7.28435 2.11880
O -0.62633 -6.97170 -1.01246
N 0.84685 7.66229 0.91282
C -3.46734 -3.29323 -3.52045
H -4.95948 -0.38665 0.84952
H -0.90180 7.83150 2.09299
C -4.11836 -1.06868 2.73305
H 3.83252 3.78923 -3.48768
H 2.63604 7.04568 0.00010
C 1.74981 -2.08450 -1.77604
C 1.77614 3.30299 0.08333
C 1.67794 -0.70762 -1.18643
C 1.95623 -4.77897 2.64623
C -0.02183 2.85960 1.58964
Cl -3.11293 -6.80171 -5.41667
H -0.79203 0.88563 1.64446
H -4.83219 -0.55184 3.35999
H -1.11370 5.53292 1.58519
H 4.46449 1.70419 -2.24701
H 0.86131 8.67535 0.79052
C 1.77007 1.95638 -0.31062
H 1.05560 -7.49115 0.81573
*
```

## Properties
- Expectation value of S²: 0.760
- Total energy: -86263.158 eV

=====

(5)
The molecule C3H3N3S, computed with ωB97M-V/def2-TZVPD.

The geometry in ORCA input format:
```
! wB97M-V def2-TZVPD RIJCOSX def2/J DEFGRID3
* xyz 0 1
H -1.51256 1.29557 1.13161
S -0.28860 -0.12231 2.53561
C -0.23043 0.30152 -0.21517
N -0.73613 0.94048 -1.36226
C -0.72398 0.52991 1.02061
N 0.80518 -0.52168 -1.99707
H 0.65551 -1.00272 2.15237
H 1.42613 -1.25971 -0.18007
N -0.17633 0.43381 -2.37944
C 0.78122 -0.59488 -0.70620
*
```

## Properties
- SMILES string: S/C=C1\C=NN=N1
- Energy relative to the best compared isomer or geometry (same formula, charge and spin): 2.492 eV
- Total energy: -18462.592 eV

=====

Copy entry 3 word for word.
A cluster of 2 separate species, C7H10IN4O in total, computed with ωB97M-V/def2-TZVPD.

The geometry in ORCA input format:
```
! wB97M-V def2-TZVPD RIJCOSX def2/J DEFGRID3
* xyz 1 1
H 0.85064 0.87625 -1.77117
H -3.40520 -2.14439 -0.61498
I 3.45439 -0.38080 -0.43517
H -2.22507 -2.99234 -1.66399
O -1.53622 -2.51038 0.21174
H -0.16151 2.22247 -1.20210
H -1.97636 -0.45851 -2.37142
N -0.14392 -1.11395 1.55020
C 0.52792 1.43859 -0.88578
C -1.82331 -0.86096 -1.39165
C -2.35029 -2.19420 -0.92955
N -1.22909 -1.30333 0.74712
N 2.48809 1.12435 0.64816
H 1.34418 1.41774 2.34836
H 1.43001 2.86737 0.47927
H -2.37169 -1.07173 1.62160
H 2.42289 2.46281 -0.92834
H 2.18691 -0.13728 2.30317
C 0.42927 -0.03792 1.11914
C -1.14918 -0.35801 -0.35860
C 1.64570 0.58796 1.69377
N -0.15527 0.51524 0.00665
C 1.74711 2.05104 -0.17644
*
```

## Properties
- Energy relative to the best compared isomer or geometry (same formula, charge and spin): 4.318 eV
- Total energy: -23517.354 eV